This record from OMol25 describes a molecular structure, C5H15N3 in a non-equilibrium geometry. The level of theory is wB97M-V/def2-TZVPD.

Summary:
Calculated total energy: -9894.16942 eV
Largest force on an atom: 5.12 eV/A
Energy relative to the best compared isomer or geometry (same formula, charge and spin): 480.7 kJ/mol
Orbital gap: 9.579 eV
E_LUMO: 1.026 eV
2S+1: 1

Structure (XYZ):
```
23
Properties=species:S:1:pos:R:3:nbo_charge:R:1
N -0.60 -0.20 1.51 -0.6395
N -0.66 0.40 -1.20 -0.6125
N -0.34 -2.03 -2.34 -0.8937
C 0.48 0.90 -0.45 -0.2587
C -0.28 -0.53 -2.36 -0.1673
C -1.10 1.01 2.22 -0.4293
C 0.70 0.00 0.83 -0.0512
C 1.75 0.53 1.78 -0.6316
H 2.75 0.54 1.26 0.2125
H 0.75 -0.22 -2.58 0.1808
H -1.17 -0.24 0.63 0.3698
H -0.49 -0.75 -1.16 0.4009
H -0.96 1.90 1.59 0.1668
H 0.23 1.90 -0.15 0.2014
H -0.95 -0.25 -3.18 0.2106
H 1.61 1.61 2.04 0.2097
H -0.33 -2.67 -1.56 0.3871
H -0.60 1.06 3.19 0.1959
H -0.97 -2.42 -3.03 0.3798
H 1.78 -0.07 2.68 0.2240
H 1.45 0.84 -1.04 0.1699
H -2.17 0.85 2.35 0.2046
H 0.97 -0.95 0.36 0.1699
```